[1]
{
  "formula": "C14H33GeN2O2S5Si3Ti",
  "method": "ωB97M-V with the def2-TZVPD basis set",
  "total_energy_ha": -6599.2010,
  "spin_multiplicity": 2,
  "homo_lumo_gap_ev": [6.67, 6.67],
  "elements": ["Ti", "S", "C", "S", "C", "C", "S", "S", "S", "C", "O", "C", "O", "N", "N", "H", "H", "H", "H", "H", "H", "C", "Si", "C", "C", "Ge", "Si", "C", "C", "C", "Si", "C", "C", "C", "H", "H", "H", "H", "H", "H", "H", "H", "H", "H", "H", "H", "H", "H", "H", "H", "H", "H", "H", "H", "H", "H", "H", "H", "H", "H", "H"],
  "coordinates": [[0.132, 0.460, 0.061], [-2.415, -3.409, 5.575], [-1.972, -2.466, 4.310], [-2.046, -2.973, 2.657], [-1.452, -1.499, 1.933], [-1.138, -0.506, 2.783], [-0.472, 1.052, 2.321], [-1.376, -0.848, 4.479], [-1.268, -1.413, 0.188], [-0.610, 0.085, -4.650], [-1.404, 0.999, -3.855], [-1.058, 1.095, -2.593], [-0.117, 0.488, -2.083], [-1.832, 1.958, -1.893], [-1.585, 2.018, -0.520], [-1.014, 0.164, -5.653], [-0.720, -0.925, -4.264], [0.435, 0.380, -4.623], [-2.692, 2.301, -2.291], [-2.325, 1.576, 0.021], [-1.467, 2.977, -0.211], [2.349, -2.051, 2.957], [3.420, -0.679, 2.258], [5.208, -1.259, 2.197], [3.316, 0.821, 3.381], [2.648, -0.188, 0.066], [3.253, 1.992, -0.626], [4.861, 2.695, 0.035], [3.244, 2.136, -2.505], [1.829, 3.098, -0.025], [3.390, -1.822, -1.472], [5.220, -1.614, -1.850], [2.426, -1.695, -3.084], [3.099, -3.524, -0.736], [2.682, -2.346, 3.956], [2.379, -2.935, 2.315], [1.307, -1.730, 3.029], [5.577, -1.498, 3.198], [5.854, -0.486, 1.774], [5.311, -2.155, 1.580], [3.624, 0.549, 4.394], [2.297, 1.209, 3.428], [3.974, 1.623, 3.038], [5.710, 2.102, -0.311], [4.878, 2.694, 1.126], [5.007, 3.724, -0.305], [4.044, 1.542, -2.952], [3.375, 3.173, -2.829], [2.295, 1.771, -2.907], [1.727, 3.081, 1.063], [0.877, 2.769, -0.470], [1.957, 4.137, -0.342], [5.419, -0.641, -2.307], [5.573, -2.388, -2.538], [5.816, -1.676, -0.937], [2.567, -0.711, -3.539], [1.359, -1.828, -2.891], [2.748, -2.454, -3.801], [3.684, -3.664, 0.176], [3.381, -4.311, -1.440], [2.045, -3.656, -0.479]]
}

=====

[2]
{
  "formula": "C18H27BrHfNO4P2",
  "method": "ωB97M-V with the def2-TZVPD basis set",
  "total_energy_ha": -4361.6068,
  "charge": 3,
  "spin_multiplicity": 1,
  "homo_lumo_gap_ev": 4.06,
  "elements": ["Hf", "P", "C", "C", "N", "C", "C", "C", "C", "C", "P", "H", "H", "H", "H", "H", "H", "H", "H", "O", "H", "H", "O", "H", "C", "H", "H", "H", "C", "H", "H", "H", "C", "H", "H", "H", "C", "H", "H", "H", "Br", "C", "C", "C", "C", "C", "C", "C", "O", "O", "H", "H", "H", "H"],
  "coordinates": [[0.406, -0.436, -0.499], [-1.608, 0.373, -2.017], [-0.485, 1.850, -2.278], [-0.127, 2.557, -1.017], [0.286, 1.738, 0.007], [0.737, 2.282, 1.177], [0.723, 3.662, 1.356], [0.307, 4.499, 0.319], [-0.083, 3.938, -0.906], [1.239, 1.331, 2.242], [1.986, -0.278, 1.505], [-0.392, 4.550, -1.767], [1.072, 4.043, 2.315], [0.303, 5.591, 0.453], [2.021, 1.845, 2.824], [0.399, 1.070, 2.915], [0.474, 1.290, -2.621], [-0.898, 2.525, -3.063], [3.525, -1.216, -1.865], [1.469, -0.156, -2.131], [1.599, 0.016, -3.078], [2.508, -1.352, -0.406], [3.440, -1.773, -1.073], [3.376, -2.767, -1.241], [3.762, 0.162, 1.425], [4.034, 0.666, 2.367], [4.392, -0.739, 1.324], [3.975, 0.850, 0.589], [1.893, -1.290, 3.014], [2.120, -2.327, 2.748], [2.608, -0.935, 3.773], [0.878, -1.270, 3.435], [-3.082, 1.165, -1.344], [-3.528, 1.798, -2.129], [-3.732, 0.319, -1.076], [-2.847, 1.759, -0.445], [-2.010, -0.125, -3.716], [-2.500, -1.105, -3.606], [-2.715, 0.595, -4.157], [-1.135, -0.245, -4.375], [0.118, -4.321, 1.646], [-1.770, -4.103, 1.823], [-2.618, -5.208, 1.903], [-3.991, -5.016, 2.088], [-4.531, -3.727, 2.178], [-3.684, -2.614, 2.093], [-2.311, -2.806, 1.857], [-1.422, -1.642, 1.626], [-1.278, -0.766, 2.486], [-0.797, -1.634, 0.467], [-2.203, -6.207, 1.830], [-4.649, -5.875, 2.149], [-5.608, -3.576, 2.330], [-4.063, -1.588, 2.169]]
}

=====

[3]
{
  "formula": "C35H25Cl2F5N8O9Yb",
  "method": "ωB97M-V with the def2-TZVPD basis set",
  "total_energy_ha": -5042.4684,
  "charge": -1,
  "spin_multiplicity": 2,
  "homo_lumo_gap_ev": [6.46, 6.46],
  "elements": ["Yb", "Cl", "C", "C", "C", "N", "C", "O", "C", "C", "C", "C", "C", "N", "C", "C", "C", "Cl", "N", "C", "O", "C", "C", "C", "C", "C", "N", "H", "H", "H", "H", "H", "H", "H", "H", "H", "H", "F", "C", "C", "F", "C", "F", "C", "O", "C", "F", "C", "F", "C", "C", "C", "C", "N", "N", "H", "H", "H", "H", "H", "H", "H", "H", "H", "H", "H", "H", "O", "C", "O", "C", "C", "C", "C", "C", "C", "N", "O", "O", "N", "O", "O", "H", "H", "H"],
  "coordinates": [[-0.360, -0.895, 1.007], [-0.237, 4.969, 4.413], [-0.832, 3.485, 3.768], [0.094, 2.487, 3.568], [-0.282, 1.225, 3.151], [0.595, 0.211, 2.764], [1.413, -0.381, 3.672], [1.725, -0.015, 4.790], [1.952, -1.792, 3.254], [3.058, -2.365, 3.933], [3.492, -3.607, 3.493], [2.882, -4.158, 2.390], [1.788, -3.578, 1.818], [1.297, -2.398, 2.273], [-1.664, 0.990, 3.003], [-2.588, 1.973, 3.284], [-2.178, 3.299, 3.577], [-3.310, 4.571, 3.801], [-1.976, -0.260, 2.478], [-2.690, -1.129, 3.153], [-3.200, -0.982, 4.253], [-2.745, -2.472, 2.441], [-3.646, -3.418, 2.809], [-3.713, -4.591, 2.109], [-2.915, -4.803, 1.007], [-1.966, -3.863, 0.754], [-1.908, -2.740, 1.452], [1.151, 2.740, 3.678], [3.422, -1.826, 4.762], [4.368, -4.088, 4.021], [3.352, -5.139, 2.084], [1.383, -4.010, 0.938], [-3.604, 1.757, 3.167], [-4.226, -3.201, 3.669], [-4.396, -5.343, 2.491], [-3.033, -5.724, 0.467], [-1.261, -3.965, -0.099], [5.039, -4.151, -2.920], [4.003, -3.711, -2.200], [2.709, -4.070, -2.613], [2.477, -5.085, -3.500], [1.649, -3.374, -2.039], [0.370, -3.745, -2.332], [1.784, -2.292, -1.115], [0.742, -1.739, -0.560], [3.081, -1.999, -0.659], [3.373, -1.061, 0.180], [4.182, -2.750, -1.200], [5.462, -2.435, -0.828], [3.332, 0.059, -3.929], [2.380, 1.157, -3.609], [2.371, 1.420, -2.115], [2.731, 2.415, -4.371], [1.067, 0.673, -4.110], [-0.092, 1.226, -3.508], [4.343, 0.319, -3.494], [3.481, -0.048, -4.999], [3.052, -0.935, -3.512], [3.341, 1.806, -1.808], [2.093, 0.499, -1.667], [1.630, 2.188, -1.869], [3.541, 3.000, -3.955], [1.822, 3.049, -4.360], [3.060, 2.199, -5.391], [1.060, -0.340, -4.080], [-0.426, 0.756, -2.664], [-0.886, 1.167, -4.132], [-0.546, 1.259, 0.162], [-1.646, 1.124, -0.382], [-2.141, -0.009, -0.637], [-2.362, 2.413, -0.733], [-1.711, 3.565, -0.343], [-2.346, 4.737, -0.685], [-3.472, 4.829, -1.515], [-4.071, 3.631, -1.931], [-3.529, 2.420, -1.482], [-5.261, 3.674, -2.791], [-5.701, 2.626, -3.301], [-5.842, 4.754, -2.892], [-1.749, 6.017, -0.302], [-2.322, 7.061, -0.518], [-0.662, 5.976, 0.250], [-0.801, 3.525, 0.255], [-3.855, 5.786, -1.755], [-4.000, 1.450, -1.631]]
}

=====

[4]
{
  "formula": "C29H44FeN3O3SSe4",
  "method": "ωB97M-V with the def2-TZVPD basis set",
  "total_energy_ha": -12789.1819,
  "charge": -2,
  "spin_multiplicity": 6,
  "homo_lumo_gap_ev": [5.38, 4.91],
  "elements": ["Fe", "C", "C", "C", "C", "C", "C", "C", "N", "C", "C", "C", "C", "C", "C", "O", "C", "C", "C", "C", "C", "C", "C", "C", "C", "O", "C", "C", "C", "C", "C", "C", "H", "H", "H", "H", "H", "H", "H", "H", "H", "H", "H", "H", "H", "H", "H", "H", "H", "H", "H", "H", "H", "H", "H", "H", "H", "H", "H", "H", "H", "H", "H", "H", "H", "H", "H", "H", "H", "H", "H", "H", "Se", "Se", "Se", "Se", "N", "C", "N", "O", "H", "H", "H", "H", "S"],
  "coordinates": [[0.027, 0.229, 0.263], [-5.886, -1.563, -2.782], [-5.398, -0.280, -3.468], [-6.349, 0.866, -3.091], [-5.478, -0.502, -4.982], [-3.976, 0.073, -3.026], [-3.557, -0.196, -1.714], [-2.272, 0.108, -1.305], [-1.760, -0.099, -0.032], [-2.195, -1.170, 0.770], [-3.438, -1.342, 1.324], [-3.708, -2.474, 2.111], [-2.695, -3.400, 2.268], [-1.402, -3.254, 1.723], [-1.140, -2.091, 0.998], [0.036, -1.711, 0.517], [-0.384, -4.367, 2.011], [-0.144, -4.452, 3.525], [-0.949, -5.706, 1.512], [0.974, -4.168, 1.329], [-5.058, -2.580, 2.816], [-6.196, -2.526, 1.788], [-5.199, -3.876, 3.613], [-5.209, -1.404, 3.793], [-1.319, 0.585, -2.248], [-0.060, 0.534, -1.860], [-1.765, 1.021, -3.498], [-3.091, 0.718, -3.869], [-0.880, 1.775, -4.502], [0.345, 2.448, -3.868], [-0.402, 0.808, -5.594], [-1.692, 2.901, -5.164], [-6.850, -1.866, -3.200], [-6.021, -1.427, -1.709], [-5.172, -2.376, -2.923], [-7.379, 0.641, -3.391], [-6.038, 1.793, -3.579], [-6.332, 1.035, -2.013], [-6.452, -0.924, -5.245], [-4.699, -1.189, -5.318], [-5.364, 0.432, -5.537], [-4.231, -0.649, -1.001], [-4.187, -0.574, 1.170], [-2.881, -4.276, 2.876], [-1.053, -4.731, 4.062], [0.188, -3.486, 3.911], [0.626, -5.200, 3.744], [-1.879, -5.972, 2.019], [-0.225, -6.508, 1.686], [-1.158, -5.655, 0.440], [1.500, -3.302, 1.725], [0.871, -4.017, 0.255], [1.579, -5.064, 1.509], [-6.119, -3.360, 1.087], [-6.164, -1.601, 1.210], [-7.170, -2.578, 2.285], [-5.119, -4.754, 2.968], [-6.179, -3.901, 4.099], [-4.436, -3.951, 4.391], [-5.183, -0.449, 3.267], [-4.391, -1.402, 4.515], [-6.159, -1.471, 4.333], [-3.423, 1.000, -4.861], [1.055, 1.731, -3.470], [0.058, 3.092, -3.035], [0.840, 3.058, -4.633], [0.206, 0.014, -5.154], [0.204, 1.330, -6.343], [-1.252, 0.342, -6.099], [-2.146, 3.539, -4.404], [-2.489, 2.523, -5.807], [-1.032, 3.516, -5.783], [0.292, 0.265, 2.845], [0.063, -0.388, 4.943], [3.084, 2.439, 4.499], [1.911, 2.003, 2.597], [4.077, -0.550, -0.820], [2.703, -0.440, -0.951], [2.163, -0.823, -2.120], [2.066, 0.006, 0.000], [4.551, -1.236, -1.381], [4.391, -0.450, 0.131], [2.778, -0.913, -2.909], [1.201, -0.454, -2.273], [-0.064, 2.437, 0.545]]
}

=====

[5]
{
  "formula": "C3H2FIO2",
  "method": "ωB97M-V with the def2-TZVPD basis set",
  "total_energy_ha": -663.4347,
  "spin_multiplicity": 1,
  "homo_lumo_gap_ev": [7.64, 7.64],
  "elements": ["C", "C", "C", "O", "O", "F", "I", "H", "H"],
  "coordinates": [[0.942, -0.490, -0.421], [1.117, 0.337, 0.669], [-1.263, 0.080, -0.390], [-0.403, -0.822, -0.636], [0.171, 0.942, 1.206], [-1.171, 1.297, -0.894], [-3.151, -0.503, 0.209], [1.632, -1.198, -0.827], [2.126, 0.356, 1.083]]
}